1.
A molecular structure, C36H87CdF6N5O12PS3 at a distorted geometry, computed with wB97M-V/def2-TZVPD.

Geometry as XYZ:
```
151
Properties=species:S:1:pos:R:3:forces:R:3
Cd 1.593131 1.191890 -3.637547 0.892 0.257 -0.111
S -5.050730 -2.301391 -4.374062 -0.130 -0.640 0.246
S -5.751020 -1.536231 2.368757 0.388 -0.048 0.226
S -0.503762 -1.749845 6.171275 -0.186 1.290 0.676
P 0.029348 0.164595 -0.386059 -3.911 1.830 1.682
F -0.878846 -0.195243 0.893778 0.652 -0.531 -0.173
F 1.199351 -0.810097 0.043065 -0.307 0.305 -0.831
F 0.620658 1.446597 0.386965 0.645 -0.611 -0.075
F 0.921710 0.714848 -1.710919 -0.088 -0.612 0.250
F -1.224216 1.157238 -0.875393 0.851 0.514 -0.258
F -0.742499 -0.888495 -1.313276 1.320 -0.773 -0.147
O -5.415676 -2.872663 1.956292 -0.021 1.445 0.279
O -0.619567 -2.247911 4.615232 -0.211 -0.332 1.454
O 0.878919 -1.497034 6.496562 -1.408 -0.467 -0.451
O -5.576997 -2.486735 -3.054142 0.645 0.395 -0.802
O -1.340944 -2.487797 7.078472 0.991 0.289 -1.494
O -3.541071 -2.965340 -4.437857 -1.297 -0.074 -0.345
O -4.468808 -0.799646 -4.552884 -0.860 -0.171 0.064
O -6.826367 -1.355215 3.297156 0.850 0.182 -0.884
O -5.859015 -2.675836 -5.494706 1.412 0.578 0.779
O -4.405971 -0.761849 2.885927 -0.300 -1.297 0.418
O -1.231282 -0.274482 5.926433 0.958 -1.140 0.270
O -5.935864 -0.555057 1.099379 -0.378 -0.502 0.072
N 3.516093 -0.450722 3.534537 -0.308 -0.209 -0.968
N 2.750047 -0.587323 -4.122516 0.766 -1.608 -0.122
N 2.114407 3.248592 -2.977033 -0.469 0.108 0.229
N -1.462331 -4.769388 0.033130 0.859 -1.061 0.571
N -2.752547 3.497797 2.866698 -0.172 -0.038 0.490
C 3.262987 2.658364 -0.803092 -0.044 -0.644 -0.121
C 3.382159 3.613960 -3.632885 0.255 0.680 -0.870
C 2.008794 1.555890 3.334596 -0.062 -0.478 -0.575
C -0.436796 3.529221 -3.028649 0.608 0.703 -0.484
C -1.509817 3.067277 2.256272 0.600 -0.202 -0.603
C -2.570250 -2.045091 -3.975458 0.620 -0.054 0.158
C 0.131727 -4.008164 1.764177 0.003 0.297 -0.568
C -4.165222 0.486133 2.217042 0.117 -1.264 -0.700
C 4.224851 -0.381179 -3.902483 -0.576 1.122 -0.358
C 3.603890 -1.867362 1.495178 -0.285 0.296 -0.396
C 0.985451 -2.239028 -3.280474 -0.067 0.526 -0.310
C 2.632682 0.504291 4.215234 0.406 -0.324 1.438
C 4.163164 -1.372046 4.458171 0.728 0.567 1.204
C -4.744297 0.176087 0.843447 -0.166 1.441 -0.327
C -0.067537 -4.825896 0.463971 -0.090 0.371 1.196
C 2.503351 -1.154993 -5.482884 -0.121 -1.036 -0.426
C 3.222508 -2.491246 -5.758283 0.534 0.104 -0.469
C 2.359884 -1.603924 -3.087857 -1.124 -0.126 1.623
C 2.201646 3.475312 -1.505777 -0.956 0.025 0.152
C 2.721751 -1.222509 2.569334 0.057 -0.569 0.124
C -3.424489 4.594666 2.207389 0.006 1.444 -0.098
C 5.254317 -0.649432 5.247133 0.304 0.298 0.230
C 0.943402 3.962514 -3.549565 -0.433 0.598 -0.902
C 4.819971 0.578069 -4.916449 1.279 -0.449 -0.531
C -0.901724 -1.111850 3.804056 0.864 1.191 -0.444
C -1.242148 -5.679704 -2.313643 0.257 0.175 0.687
C -3.294205 -3.279405 -0.742344 0.329 -0.650 -0.347
C -1.802969 -3.440610 -0.455240 -0.197 -0.378 -0.376
C 3.931941 5.010970 -3.362543 -0.009 0.153 0.918
C -2.526068 3.718761 4.302230 -0.475 0.065 -0.170
C -3.806755 3.814762 5.119074 -0.069 -0.751 -0.672
C -3.276451 -0.704436 -3.810119 0.982 0.211 0.776
C -0.295352 4.022491 2.364016 -1.169 -0.033 -0.504
C -3.917851 4.353227 0.779574 0.139 -1.022 0.774
C -1.748661 -5.905067 -0.882073 -1.554 1.071 0.135
C -1.837186 -0.275635 4.637985 -0.974 -0.628 -0.152
H -1.739541 -2.002402 -4.683816 -0.249 -0.167 -0.258
H -2.682458 0.139999 -4.156399 -0.195 -0.038 -0.429
H 2.398772 -1.098471 -2.119438 -0.218 0.283 -0.097
H -2.865090 5.549941 2.242913 0.678 -0.228 -0.337
H 5.856224 -1.321015 5.862468 -0.292 -0.145 0.083
H 0.029972 -0.548585 3.683846 0.061 -0.055 -0.050
H 5.814406 0.890182 -4.586257 -0.081 -0.016 0.157
H -4.487194 3.417964 0.772794 -0.334 0.188 0.056
H 4.319553 1.491816 -5.219801 -0.624 0.030 0.394
H -1.486824 -2.649153 0.218284 0.135 -0.329 0.399
H -2.000272 0.745891 4.305541 0.325 0.027 -0.014
H 4.121230 2.856771 -3.396395 0.135 -0.013 0.165
H -3.123651 4.144539 0.061043 0.098 0.599 -0.071
H -2.172767 -2.358520 -3.009606 -0.060 -0.181 -0.056
H -0.167313 -5.505676 -2.215730 0.124 -0.223 -0.448
H 1.735548 2.427455 3.924951 -0.175 -0.027 -0.076
H -3.370333 -0.550302 -2.731194 -0.901 0.158 -0.107
H 0.564538 -2.594225 -2.341452 0.382 -0.268 0.013
H 2.732294 -3.103679 -6.516017 -0.436 0.290 0.069
H 4.480721 -2.359432 1.909228 0.142 0.273 0.067
H -3.574806 3.931085 6.174458 -0.129 0.127 0.020
H -1.455189 -6.488648 -3.007973 0.082 -0.128 0.127
H 3.020838 1.593360 -0.771105 -0.507 0.046 0.212
H -1.235931 2.076018 2.633776 -0.069 0.062 0.241
H 2.141950 -2.009474 3.079518 0.026 -0.011 0.154
H -0.594087 3.905138 -2.021562 -0.140 -0.518 0.169
H -1.418741 -6.833459 -0.422248 0.499 0.120 -0.044
H -4.339287 2.871892 4.962085 -0.129 0.033 0.302
H -2.808242 -0.772071 4.706338 -0.041 0.081 0.012
H -3.095023 0.595151 2.040739 0.053 0.218 0.672
H -4.958809 1.090050 0.284476 -0.605 -0.037 0.234
H -4.614939 1.245203 2.848888 0.012 0.486 -0.567
H 1.007952 -4.320508 2.333249 0.222 0.168 -0.277
H -0.626987 2.455802 -3.130786 -0.021 -0.105 0.392
H -4.270319 4.972393 2.787341 -0.282 -0.900 0.135
H 4.190740 -2.280139 -6.218238 0.151 -0.081 0.292
H -3.571976 -2.275636 -1.065696 0.144 0.050 -0.003
H 3.233759 5.816434 -3.590707 0.057 -0.118 -0.521
H 0.126610 4.113432 3.360286 0.079 -0.086 -0.026
H 0.226288 -1.518636 -3.611308 0.138 0.120 -0.128
H 0.614622 -4.493722 -0.337051 0.162 0.285 0.082
H 4.875295 5.128422 -3.892505 -0.175 0.130 -0.271
H 0.194548 -2.952806 1.489831 0.309 0.079 0.348
H 5.024641 0.037571 -5.844237 -0.114 0.045 -0.026
H 0.262369 -5.836625 0.708370 -0.515 -0.251 -0.280
H -1.987414 2.821455 4.611390 0.270 0.273 0.359
H 3.326145 3.006367 0.225310 0.264 -0.093 0.008
H 4.245493 2.616099 -1.276903 0.077 0.847 0.111
H 3.211616 3.555148 -4.713322 -0.045 -0.162 -0.008
H 4.857746 0.133177 5.894705 -0.033 -0.115 0.083
H 2.725468 1.851955 2.562879 0.045 0.135 0.091
H 1.429423 -1.300613 -5.574057 -0.043 0.124 -0.034
H -4.567851 5.183805 0.520669 0.118 -0.031 -0.457
H 2.244639 4.547113 -1.280304 0.697 0.067 -0.459
H -1.209654 -1.387212 2.799569 -0.443 -0.428 0.335
H 2.831786 -0.481828 -6.272018 -0.175 0.423 0.280
H 4.173232 5.201441 -2.313634 0.066 -0.413 0.042
H -4.475651 4.592056 4.755973 0.123 0.230 0.303
H 3.116992 -2.635018 0.887155 -0.422 0.041 0.259
H 0.436593 3.687301 1.629695 0.260 0.085 0.227
H -2.839238 -5.994570 -0.828396 0.000 -0.113 -0.540
H 1.034858 -3.035946 -4.020228 -0.168 -0.113 0.076
H 1.146429 1.147199 2.802133 -0.146 0.407 0.083
H 3.884266 -1.080019 0.790088 0.445 -0.039 0.074
H 4.330132 -0.034332 -2.872383 0.109 -0.020 -0.011
H 5.973671 -0.158337 4.587720 -0.176 -0.042 -0.242
H -4.055546 -0.341634 0.173673 0.094 -0.608 0.494
H -0.696748 4.989216 2.047509 0.448 0.224 0.070
H -1.669388 2.886636 1.188778 -0.174 0.084 0.019
H 3.054874 -2.418182 -2.868105 0.526 0.170 -0.988
H -3.537777 -3.973418 -1.550393 -0.362 0.162 -0.037
H 1.910945 -0.062138 4.820796 -0.491 0.048 -0.324
H -1.661999 -4.760062 -2.722877 -0.174 -0.107 -0.103
H -1.198060 -3.303310 -1.364479 -0.171 0.487 -0.208
H 3.380980 -3.154118 -4.910968 -0.094 0.195 0.175
H 1.197753 3.286533 -1.125260 0.209 -0.724 0.246
H -1.183633 4.023370 -3.651244 0.024 -0.019 -0.059
H 3.434850 -1.814075 5.153496 -0.117 0.028 0.013
H -1.922854 4.615773 4.498118 0.233 -0.092 -0.098
H 4.724724 -1.341942 -4.006309 -0.030 -0.047 0.162
H -3.912805 -3.542280 0.114775 0.142 0.044 0.078
H -0.702401 -4.099434 2.460564 -0.218 -0.257 -0.279
H 1.972966 -0.574143 2.117552 0.270 -0.023 -0.084
H 3.139785 1.044806 5.020037 0.641 -0.188 -0.318
H 1.028544 5.051980 -3.484190 0.184 -0.044 0.571
H 0.989505 3.825871 -4.638633 0.004 -0.300 0.032
H 4.681658 -2.215620 4.003883 -0.387 0.121 -0.706
```
Forces are in eV/Å.

Properties
E_HOMO = -0.364 Eh
Charge = +1
E = -133421.7896 eV
Maximum force = 4.63 eV/Å

---

2.
9 unconnected molecules or ions with the total composition C36H88N4O9 at a distorted geometry, computed with wB97M-V/def2-TZVPD.

Geometry as XYZ:
```
137
Properties=species:S:1:pos:R:3:forces:R:3
O -1.082317 -0.673981 -1.310328 0.527 0.115 0.516
O 2.568457 -1.856367 1.473122 0.623 -0.120 0.310
O -5.190339 3.964402 -1.801029 -0.035 0.071 -0.374
O 1.378332 -5.976666 0.841612 -0.372 0.245 0.257
O -3.168833 -2.392846 -2.080435 0.050 -0.263 -0.025
O 3.984868 3.888092 -3.794543 0.336 -0.278 0.006
O -0.098614 3.240035 1.065578 0.061 -0.086 0.205
O -2.423783 1.229849 0.329192 0.132 -0.186 0.467
O 0.298827 -1.000747 3.093075 0.063 -0.005 0.260
N 2.887601 3.030228 -3.539578 -0.888 0.268 0.131
N 4.605663 -3.058241 3.544287 0.051 0.730 -0.345
N 0.311147 -1.734952 4.313333 0.447 -0.433 0.213
N -4.350342 2.824492 -1.918540 0.423 -0.167 1.255
C -0.799548 -2.676681 4.348646 -0.789 -0.489 0.272
C -0.524655 -3.720010 3.271884 0.724 0.313 -1.191
C 1.402004 0.647534 -2.959101 -0.351 0.849 0.442
C 4.047559 1.723559 -1.707725 0.635 0.192 -0.883
C -5.145278 1.641859 -2.287904 -0.269 0.587 0.073
C 0.912788 2.550315 1.796005 0.019 0.570 -0.094
C 4.611365 -3.142899 2.055212 1.546 -0.226 0.958
C -2.206824 -2.031097 4.144766 0.400 -0.442 -0.889
C 3.084315 -1.088652 0.420090 -0.848 0.876 -1.154
C -0.362945 0.346861 5.554251 -0.508 0.277 0.113
C -5.907288 1.834611 -3.612088 -0.155 -0.116 -0.229
C -2.363968 4.200742 -1.669901 0.168 -0.264 -0.077
C -0.371564 -1.194130 -0.207989 -0.438 -0.742 1.671
C 0.588406 -0.845159 5.442306 0.210 0.397 -0.191
C -0.796330 -3.423924 5.685975 -0.105 0.171 0.741
C -0.689124 -2.491428 6.891062 0.006 -0.201 -0.126
C -2.489714 -2.868850 -3.232646 -0.510 -0.659 0.301
C 5.289726 -4.452533 1.652708 -0.513 -0.136 0.184
C -2.552751 0.847285 1.691890 0.222 0.323 1.177
C 2.012745 -0.302729 5.250289 0.323 -0.072 -1.101
C -2.203233 1.949932 -2.642152 0.326 -1.118 -0.162
C 0.630825 -5.246059 -0.134226 0.981 -0.272 -0.462
C -3.096777 3.191241 -2.559329 0.570 -0.037 -0.610
C 2.776437 3.826187 -1.283326 0.435 1.189 0.069
C 1.494518 1.193918 -4.366886 -0.100 -0.267 -0.594
C -3.224995 3.775941 -3.986700 0.632 0.178 0.209
C 3.942320 1.223215 -4.921250 -0.204 -0.832 -0.724
C 1.563281 1.800825 -1.964555 -0.185 -0.465 0.567
C -6.169220 1.445373 -1.175107 -0.471 -0.068 0.147
C 2.409087 2.912459 -5.908406 0.397 -0.041 -0.012
C 2.862355 2.577463 -2.146887 -0.361 0.422 0.549
C -2.926074 0.670327 -3.102960 -0.271 1.077 0.273
C 0.572557 -1.673187 6.715433 0.093 0.370 0.805
C -4.218115 0.444868 -2.325687 0.071 -0.955 -0.646
C 3.212389 -3.118728 1.555529 -1.115 -0.926 -0.455
C 2.709370 2.094433 -4.643275 0.176 -0.048 -0.264
H 1.510049 1.923284 1.129916 -0.029 -0.241 0.148
H 5.566718 -2.977796 3.872499 0.024 -0.343 -0.109
H 3.920955 0.729029 -2.130072 0.208 -0.233 0.398
H 0.453366 -4.180158 3.435060 -0.113 -0.104 0.189
H 2.513344 -0.002998 6.168727 -0.193 0.035 0.124
H 2.042576 0.525710 4.533817 -0.216 0.173 0.287
H 1.556253 0.377779 -5.097353 0.035 -0.026 0.089
H 0.516803 1.985420 2.643101 -0.035 -0.199 -0.132
H 1.151571 -1.271656 2.718338 -0.097 0.109 -0.423
H 0.416983 0.231143 -2.749383 0.132 -0.364 -0.307
H 2.622331 3.637240 -0.220411 -0.129 -0.308 -0.102
H -5.371101 1.405417 -4.460727 0.041 0.119 -0.015
H -5.112251 4.205798 -0.873860 -0.114 0.007 0.027
H -1.672657 1.734072 -1.705102 -0.347 0.468 -0.177
H -1.582401 -1.868463 6.992185 0.085 0.134 -0.133
H 1.799021 3.787573 -5.685885 -0.142 -0.095 0.057
H 3.342270 3.254100 -6.359734 -0.065 0.071 -0.028
H -1.358970 0.079279 5.916723 0.115 -0.112 0.083
H -6.896846 2.257616 -1.156481 0.056 0.042 -0.061
H -6.736351 0.527481 -1.348625 0.131 -0.046 0.004
H -0.522628 0.848356 4.597104 0.247 -0.116 -0.066
H -4.720295 -0.386842 -2.837340 -0.243 0.182 0.181
H -3.876267 3.173430 -4.613195 -0.290 0.345 -0.032
H -2.658442 -2.473925 3.250716 -0.035 0.068 0.030
H -2.113745 -0.126030 1.895587 0.059 -0.105 -0.556
H 1.897307 2.277820 -6.633159 -0.015 0.049 -0.047
H -2.454254 -3.965575 -3.207089 0.064 0.090 0.174
H 2.610773 -3.768034 2.198471 -0.018 0.318 0.255
H 3.962145 0.317520 -4.309866 0.294 0.332 0.426
H 4.253335 -2.125153 3.760453 -0.337 -0.212 0.158
H -1.049635 -1.728914 0.478920 -0.045 -0.278 -0.381
H 3.682257 4.441006 -1.350046 0.143 -0.363 0.012
H -3.450348 4.842664 -3.946432 -0.727 -0.175 -0.138
H -2.108952 -0.970697 3.928073 -0.197 0.091 0.359
H -2.841128 2.093119 0.217815 -0.286 -0.088 -0.335
H -0.752420 2.597092 0.773868 0.022 -0.188 -0.105
H -1.726382 -3.993241 5.746593 0.092 -0.160 -0.114
H 4.880511 1.773714 -4.914689 -0.017 0.032 0.359
H 4.961887 2.128940 -2.154641 -0.047 0.017 0.074
H 0.699594 2.473745 -1.947664 0.073 0.113 -0.610
H -0.424446 -3.214190 2.301479 -0.126 0.015 0.118
H -2.241213 3.762501 -4.468136 0.020 -0.170 0.124
H 4.648838 -5.295900 1.929040 0.041 0.021 0.021
H 5.456152 -4.496333 0.576534 0.131 0.044 0.003
H 0.709488 -0.979802 7.555093 -0.116 0.024 -0.080
H 1.348621 -4.655898 -0.717377 -0.322 0.177 -0.152
H -1.518489 4.613140 -2.225352 -0.073 0.146 0.045
H -3.578284 0.825276 2.071800 -0.125 0.016 -0.428
H 1.522935 1.411701 -0.937950 0.335 -0.124 -0.088
H 5.250240 -2.337961 1.669540 -0.388 0.128 -0.353
H -3.079658 -2.634818 -4.123337 0.364 0.358 -0.156
H -1.410709 2.133020 -3.370794 0.076 0.224 0.100
H 2.972974 -1.594889 -0.550456 0.226 -0.339 0.171
H -5.712848 1.386378 -0.184265 0.177 -0.041 -0.093
H 3.580178 4.758585 -3.855213 0.004 0.017 -0.024
H -1.495917 0.123890 -0.949333 -0.287 0.066 -0.140
H 3.863371 0.787848 -5.928308 -0.112 0.313 -0.017
H 0.028573 -0.458334 0.501690 0.294 0.403 -0.658
H -3.013965 5.000453 -1.325052 0.058 0.143 -0.123
H 6.228267 -4.574545 2.191089 0.099 0.030 -0.133
H -6.108230 2.887768 -3.805762 0.111 0.022 0.036
H -1.926080 3.687095 -0.810454 -0.116 0.170 0.091
H -2.001435 1.542933 2.339553 -0.050 0.018 -0.069
H -0.077680 -4.562900 0.322830 -0.035 -0.193 0.301
H -1.261336 -4.505423 3.104133 -0.243 0.103 0.532
H 2.160105 -0.116070 -2.778215 -0.047 -0.094 -0.001
H 0.131664 -5.940959 -0.812773 -0.245 0.153 0.009
H -4.016892 0.039631 -1.330078 0.048 0.438 0.078
H -2.281985 -0.191814 -2.946171 -0.030 0.234 -0.641
H 1.998367 4.514825 -1.628016 -0.272 -0.368 0.022
H -2.636325 -1.671179 -1.720106 0.110 -0.148 0.077
H 2.431879 -0.219458 0.294486 0.145 0.070 0.330
H 1.456613 -2.316437 6.764008 -0.095 -0.163 -0.284
H -6.885576 1.349807 -3.576143 0.102 -0.142 0.052
H 0.038005 -4.125850 5.758298 0.020 -0.019 -0.281
H 4.109497 -0.721592 0.496397 0.080 -0.273 0.436
H 0.410145 -1.899544 -0.478622 0.041 0.175 -0.424
H 3.134841 -3.638088 0.587471 0.222 0.401 -0.189
H -3.154944 0.823606 -4.161937 0.013 -0.415 -0.055
H -1.461639 -2.510189 -3.261383 -0.025 0.203 -0.308
H 0.573371 1.712645 -4.652939 0.050 0.249 0.323
H 2.616496 -1.062700 4.741854 -0.023 -0.198 0.429
H 2.151400 -6.330132 0.395035 -0.015 -0.086 0.047
H -0.631197 -3.060085 7.821875 0.012 -0.108 -0.067
H 0.050676 1.086930 6.243161 -0.002 -0.036 0.020
H -2.889934 -2.262733 4.957936 0.042 0.398 0.207
H 4.211995 1.715438 -0.631478 -0.313 -0.163 0.065
H 1.574806 3.319308 2.196446 -0.004 -0.026 0.000
```
Forces are in eV/Å.

Properties
E_HOMO = -0.309 Eh
Charge = 0
SMILES = CC1(C)CCCC(C)(C)N1O.CC1(C)CCCC(C)(C)N1O.CC1(C)CCCC(C)(C)N1O.COC[C@H](C)N.CO.CO.CO.CO.CO
E = -63141.8153 eV
Maximum force = 1.88 eV/Å

---

Number 1: E_LUMO -5.5 eV. Number 2: E_LUMO 0.5 eV.